(1)
ORCA calculation (the ωB97M-V functional and the def2-TZVPD basis) on a structure of composition C19H20BF4N6O3Pt.

ORCA input file:
```
! RIJCOSX wB97M-V def2-TZVPD def2/J DEFGRID3
* xyz -1 1
Pt 1.181 0.079 0.976
O -0.630 0.724 -3.049
C 0.471 1.243 -3.629
C 0.409 1.494 -5.001
C 1.495 2.030 -5.663
C 2.668 2.326 -4.974
C 2.732 2.069 -3.619
C 1.652 1.524 -2.924
C 1.772 1.220 -1.476
O 0.681 0.866 -0.850
N 2.933 1.318 -0.907
N 2.840 0.893 0.431
C 3.909 1.041 1.135
C 4.088 0.603 2.489
C 5.349 0.805 3.085
C 5.601 0.422 4.376
C 4.567 -0.179 5.115
C 3.328 -0.392 4.574
C 3.045 -0.011 3.237
O 1.839 -0.219 2.810
H -0.411 0.623 -2.094
H -0.510 1.257 -5.519
H 1.429 2.216 -6.729
H 3.520 2.746 -5.490
H 3.631 2.284 -3.057
H 4.740 1.516 0.623
H 6.128 1.270 2.491
H 6.573 0.584 4.821
H 4.751 -0.485 6.139
H 2.525 -0.843 5.140
C -5.113 -3.196 -0.719
C -5.010 -1.674 -0.713
C -4.406 -1.161 -2.017
C -4.253 -1.128 0.496
N -2.819 -1.367 0.445
C -1.833 -0.490 0.336
N -0.695 -1.145 0.372
N -1.014 -2.448 0.537
N -2.278 -2.591 0.568
H -5.705 -3.531 -1.573
H -5.591 -3.564 0.191
H -4.129 -3.658 -0.783
H -6.021 -1.265 -0.612
H -3.399 -1.556 -2.167
H -4.336 -0.071 -2.036
H -5.010 -1.471 -2.870
H -4.615 -1.541 1.437
H -4.357 -0.047 0.558
H -1.950 0.577 0.262
F -2.043 0.899 4.501
B -1.944 0.455 3.189
F -3.214 0.563 2.539
F -1.538 -0.883 3.131
F -1.032 1.267 2.465
*
```

## Properties
LUMO ... 2.5 eV
Energy relative to the best compared isomer or geometry (same formula, charge and spin) ... 80.0 kJ/mol
Electronic energy ... -1834.23205 Eh

Let us look at the natural (NBO) charges, expressed in e, one per atom: atom 1 (Pt): 1.01, atom 2 (O): -0.68, atom 3 (C): 0.34, atom 4 (C): -0.28, atom 5 (C): -0.18, atom 6 (C): -0.27, atom 7 (C): -0.15, atom 8 (C): -0.15, atom 9 (C): 0.54, atom 10 (O): -0.74, atom 11 (N): -0.41, atom 12 (N): -0.28, atom 13 (C): 0.13, atom 14 (C): -0.25, atom 15 (C): -0.14, atom 16 (C): -0.30, atom 17 (C): -0.19, atom 18 (C): -0.23, atom 19 (C): 0.39, atom 20 (O): -0.66, atom 21 (H): 0.51, atom 22 (H): 0.22, atom 23 (H): 0.20, atom 24 (H): 0.21, atom 25 (H): 0.23, atom 26 (H): 0.20, atom 27 (H): 0.20, atom 28 (H): 0.20, atom 29 (H): 0.20, atom 30 (H): 0.22, atom 31 (C): -0.61, atom 32 (C): -0.22, atom 33 (C): -0.61, atom 34 (C): -0.21, atom 35 (N): -0.18, atom 36 (C): 0.23, atom 37 (N): -0.39, atom 38 (N): -0.03, atom 39 (N): -0.06, atom 40 (H): 0.20, atom 41 (H): 0.21, atom 42 (H): 0.23, atom 43 (H): 0.20, atom 44 (H): 0.21, atom 45 (H): 0.21, atom 46 (H): 0.21, atom 47 (H): 0.23, atom 48 (H): 0.24, atom 49 (H): 0.26, atom 50 (F): -0.56, atom 51 (B): 1.34, atom 52 (F): -0.60, atom 53 (F): -0.57, atom 54 (F): -0.58

(2)
ORCA calculation (the ωB97M-V functional and the def2-TZVPD basis) on an isolated molecule of C15H20BN3O4.

ORCA input file:
```
! RIJCOSX wB97M-V def2-TZVPD def2/J DEFGRID3
* xyz 0 1
C 2.138 1.829 2.410
C 2.292 2.840 1.327
C 3.175 4.043 1.554
C 2.832 2.088 0.054
C 1.837 1.024 -0.498
N 0.416 1.293 -0.411
C -0.433 1.247 -1.513
O -0.040 1.158 -2.698
C -1.913 1.214 -1.265
N -2.357 -0.205 -1.325
C -2.554 -0.865 -2.549
C -2.688 -2.196 -2.617
C -2.888 -2.818 -1.357
N -3.206 -4.135 -1.457
C -3.186 -4.853 -0.332
C -2.880 -4.294 0.947
C -2.657 -2.961 1.040
C -2.686 -2.223 -0.149
C -2.360 -0.847 -0.082
O -2.051 -0.197 0.883
B 2.185 -0.466 -0.038
O 1.176 -1.346 0.274
O 3.519 -0.826 0.054
H 1.654 0.912 2.104
H 3.084 1.394 2.583
H 1.788 2.291 3.341
H 1.290 3.255 1.164
H 3.038 4.476 2.579
H 4.232 3.809 1.367
H 2.959 4.894 0.871
H 3.718 1.452 0.354
H 3.124 2.769 -0.687
H 2.197 0.853 -1.561
H -0.016 1.336 0.539
H -2.401 1.808 -2.066
H -2.169 1.561 -0.220
H -2.377 -0.361 -3.436
H -2.464 -2.865 -3.431
H -3.391 -5.962 -0.349
H -2.983 -4.912 1.807
H -2.764 -2.434 1.965
H 0.264 -1.051 0.360
H 3.541 -1.728 0.463
*
```

## Properties
LUMO ... 0.1 eV
Electronic energy ... -1073.77779 Eh
Structure (SMILES) ... CC(C)C[C@H](NC(=O)Cn1ccc2ncccc2c1=O)B(O)O

Let us look at the natural (NBO) charges, expressed in e, one per atom: atom 1 (C): -0.61, atom 2 (C): -0.23, atom 3 (C): -0.60, atom 4 (C): -0.38, atom 5 (C): -0.42, atom 6 (N): -0.62, atom 7 (C): 0.66, atom 8 (O): -0.63, atom 9 (C): -0.31, atom 10 (N): -0.39, atom 11 (C): 0.06, atom 12 (C): -0.28, atom 13 (C): 0.21, atom 14 (N): -0.42, atom 15 (C): 0.09, atom 16 (C): -0.27, atom 17 (C): -0.11, atom 18 (C): -0.23, atom 19 (C): 0.65, atom 20 (O): -0.66, atom 21 (B): 1.11, atom 22 (O): -0.91, atom 23 (O): -0.89, atom 24 (H): 0.21, atom 25 (H): 0.21, atom 26 (H): 0.22, atom 27 (H): 0.19, atom 28 (H): 0.21, atom 29 (H): 0.21, atom 30 (H): 0.21, atom 31 (H): 0.22, atom 32 (H): 0.20, atom 33 (H): 0.27, atom 34 (H): 0.42, atom 35 (H): 0.24, atom 36 (H): 0.25, atom 37 (H): 0.22, atom 38 (H): 0.25, atom 39 (H): 0.20, atom 40 (H): 0.22, atom 41 (H): 0.24, atom 42 (H): 0.51, atom 43 (H): 0.50

(3)
ORCA calculation (the ωB97M-V functional and the def2-TZVPD basis) on a structure of composition C39H56GeN14O4S3Tb.

ORCA input file:
```
! RIJCOSX wB97M-V def2-TZVPD def2/J DEFGRID3
* xyz 1 7
Tb 0.590 0.280 1.345
N 1.157 -0.924 3.777
C 0.152 -1.527 4.668
C -0.553 -0.441 5.495
C -2.065 -0.314 5.294
C -2.543 -0.060 3.857
N -1.646 0.835 3.093
H 1.549 -1.664 3.191
H 1.925 -0.595 4.362
H 0.621 -2.247 5.351
H -0.559 -2.077 4.053
H -0.080 0.514 5.269
H -0.386 -0.638 6.555
H -2.406 0.503 5.936
H -2.552 -1.225 5.648
H -3.551 0.373 3.923
H -2.634 -1.011 3.332
H -1.285 1.519 3.757
H -2.215 1.367 2.435
N 3.854 0.027 -0.933
C 4.124 0.444 0.307
N 3.245 0.816 1.200
C 3.861 1.111 2.398
C 5.218 0.983 2.405
S 5.788 0.456 0.872
C 3.071 1.604 3.508
C 3.538 1.900 4.755
S 2.322 2.664 5.704
C 1.246 2.539 4.334
N 1.746 1.923 3.303
N -0.014 3.057 4.372
H 2.932 0.251 -1.316
H 4.621 -0.069 -1.578
H 5.912 1.171 3.196
H 4.506 1.720 5.170
H -0.194 3.721 5.109
H -0.373 3.310 3.457
N -2.163 1.402 -1.658
N -3.115 0.429 -1.364
C -3.046 -0.443 -0.369
N -4.123 -1.203 -0.128
N -1.925 -0.444 0.388
N -1.686 -1.457 1.169
O -2.451 -2.395 1.301
O -0.650 -1.420 1.817
H -2.024 1.450 -2.673
H -1.260 1.128 -1.254
H -3.952 0.481 -1.933
H -4.887 -1.215 -0.782
H -3.967 -2.016 0.466
S 1.049 1.288 -1.280
C 1.948 2.664 -1.146
N 2.592 3.622 -1.139
O 1.965 -1.525 0.991
C 1.502 -1.916 -0.109
O 0.441 -1.432 -0.587
C 2.243 -2.999 -0.855
C 2.006 -2.915 -2.348
Ge 0.058 -2.974 -2.833
C -1.003 -4.098 -1.589
C -0.437 -5.300 -1.179
C -1.142 -6.190 -0.389
C -2.439 -5.892 -0.004
C -3.026 -4.713 -0.427
C -2.309 -3.826 -1.214
C -0.032 -4.013 -4.533
C 0.766 -3.639 -5.606
C 0.681 -4.293 -6.821
C -0.214 -5.337 -6.982
C -1.024 -5.715 -5.926
C -0.931 -5.055 -4.713
C -0.746 -1.274 -3.504
C 0.067 -0.218 -3.888
C -0.457 0.892 -4.526
C -1.813 0.953 -4.807
C -2.634 -0.115 -4.472
C -2.099 -1.218 -3.827
H 1.865 -3.946 -0.461
H 3.304 -2.924 -0.599
H 2.507 -3.744 -2.849
H 2.444 -1.994 -2.731
H 0.561 -5.552 -1.514
H -0.686 -7.124 -0.090
H -2.990 -6.582 0.617
H -4.045 -4.491 -0.139
H -2.766 -2.907 -1.555
H 1.465 -2.820 -5.482
H 1.308 -3.989 -7.647
H -0.277 -5.858 -7.926
H -1.732 -6.522 -6.048
H -1.561 -5.356 -3.886
H 1.127 -0.262 -3.690
H 0.191 1.706 -4.810
H -2.224 1.815 -5.312
H -3.682 -0.099 -4.738
H -2.732 -2.066 -3.599
C 2.810 5.059 1.650
C 1.360 4.619 1.833
N 0.487 4.873 0.703
C 0.577 6.178 0.079
C -0.361 7.196 0.732
C -0.401 3.950 0.319
C -1.196 4.262 -0.920
N -0.576 2.824 0.970
H 3.422 4.521 2.371
H 2.954 6.122 1.829
H 3.154 4.796 0.652
H 0.944 5.106 2.728
H 1.356 3.536 1.961
H 0.376 6.098 -0.988
H 1.603 6.522 0.184
H -1.403 6.882 0.675
H -0.262 8.153 0.228
H -0.105 7.334 1.781
H -0.507 4.293 -1.762
H -1.706 5.217 -0.857
H -1.922 3.479 -1.119
H -1.365 2.337 0.536
*
```

## Properties
LUMO (alpha / beta) ... -2.8 / -2.8 eV
Electronic energy ... -6683.14550 Eh
<S²> ... 12.675

These are the Mulliken partial charges, in e, on atoms 1 to 99: atom 1 (Tb): -0.34, atom 2 (N): -0.11, atom 3 (C): -0.58, atom 4 (C): 0.01, atom 5 (C): -1.31, atom 6 (C): -0.42, atom 7 (N): -0.24, atom 8 (H): 0.15, atom 9 (H): 0.30, atom 10 (H): 0.50, atom 11 (H): 0.23, atom 12 (H): -0.12, atom 13 (H): 0.43, atom 14 (H): 0.37, atom 15 (H): 0.42, atom 16 (H): 0.50, atom 17 (H): 0.18, atom 18 (H): 0.23, atom 19 (H): 0.19, atom 20 (N): 0.13, atom 21 (C): 0.23, atom 22 (N): 1.16, atom 23 (C): -0.09, atom 24 (C): -0.63, atom 25 (S): -0.25, atom 26 (C): -1.13, atom 27 (C): -0.53, atom 28 (S): -0.22, atom 29 (C): -0.68, atom 30 (N): 1.34, atom 31 (N): -0.13, atom 32 (H): -0.61, atom 33 (H): 0.27, atom 34 (H): 0.48, atom 35 (H): 0.53, atom 36 (H): 0.25, atom 37 (H): 0.08, atom 38 (N): -0.52, atom 39 (N): -0.03, atom 40 (C): -0.16, atom 41 (N): -0.30, atom 42 (N): 0.62, atom 43 (N): 0.92, atom 44 (O): -0.87, atom 45 (O): -0.35, atom 46 (H): 0.40, atom 47 (H): -0.65, atom 48 (H): 0.35, atom 49 (H): 0.24, atom 50 (H): 0.21, atom 51 (S): -0.01, atom 52 (C): 0.39, atom 53 (N): -0.82, atom 54 (O): -0.52, atom 55 (C): 0.46, atom 56 (O): 1.41, atom 57 (C): -1.35, atom 58 (C): -1.42, atom 59 (Ge): 1.86, atom 60 (C): 0.65, atom 61 (C): -0.71, atom 62 (C): -0.95, atom 63 (C): -0.82, atom 64 (C): -0.57, atom 65 (C): 0.36, atom 66 (C): -0.03, atom 67 (C): -0.38, atom 68 (C): -0.89, atom 69 (C): -0.50, atom 70 (C): -0.84, atom 71 (C): -0.11, atom 72 (C): 0.69, atom 73 (C): -0.99, atom 74 (C): -0.45, atom 75 (C): -0.96, atom 76 (C): -0.78, atom 77 (C): -0.27, atom 78 (H): 0.39, atom 79 (H): 0.48, atom 80 (H): 0.54, atom 81 (H): 0.56, atom 82 (H): 0.51, atom 83 (H): 0.43, atom 84 (H): 0.39, atom 85 (H): 0.40, atom 86 (H): -0.24, atom 87 (H): 0.33, atom 88 (H): 0.41, atom 89 (H): 0.40, atom 90 (H): 0.41, atom 91 (H): 0.27, atom 92 (H): 0.40, atom 93 (H): 0.47, atom 94 (H): 0.35, atom 95 (H): 0.50, atom 96 (H): 0.54, atom 97 (C): -1.65, atom 98 (C): 1.88, atom 99 (N): 0.72